The following is a DFT calculation (ωB97M-V with the def2-TZVPD basis set) of C25H26BeF6N2O2PSb as an isolated structure at a distorted geometry.

Structure (XYZ):
```
64
C25H26BeF6N2O2PSb | the OMol25 dataset | ωB97M-V with the def2-TZVPD basis set
Be -0.11 -0.51 0.48
O -0.87 0.93 0.34
C -0.68 2.11 0.23
C 0.52 2.88 0.34
C 0.46 4.27 0.54
C 1.62 5.01 0.62
C 2.85 4.38 0.51
C 2.92 3.01 0.30
C 1.77 2.24 0.18
P 1.90 0.46 -0.23
C 2.37 0.48 -1.99
C 1.95 -0.57 -2.80
C 2.34 -0.62 -4.13
C 3.16 0.37 -4.65
C 3.56 1.43 -3.85
C 3.17 1.49 -2.53
C 3.41 0.02 0.68
C 3.41 0.23 2.06
C 4.50 -0.13 2.81
C 5.60 -0.72 2.20
C 5.60 -0.95 0.83
C 4.50 -0.59 0.07
H -0.50 4.74 0.65
H 1.58 6.08 0.78
H 3.77 4.96 0.56
H 3.89 2.53 0.24
H 1.32 -1.35 -2.40
H 2.01 -1.43 -4.76
H 3.48 0.32 -5.68
H 4.19 2.21 -4.26
H 3.48 2.33 -1.93
H 2.54 0.69 2.52
H 4.51 0.04 3.88
H 6.46 -1.01 2.79
H 6.46 -1.40 0.36
H 4.50 -0.77 -1.00
C -1.42 -0.47 3.94
N -0.32 -1.40 3.98
C -0.16 -2.10 5.24
C 1.27 -2.59 5.40
C 1.61 -3.42 4.17
N 1.35 -2.66 2.96
C 2.09 -3.09 1.79
C 0.41 -1.71 2.90
O 0.26 -1.05 1.81
H -2.35 -0.99 4.21
H -1.55 -0.06 2.94
H -1.25 0.34 4.65
H -0.87 -2.94 5.29
H -0.41 -1.40 6.04
H 1.36 -3.19 6.30
H 1.94 -1.74 5.47
H 1.03 -4.34 4.16
H 2.67 -3.68 4.17
H 1.97 -4.16 1.68
H 3.15 -2.84 1.92
H 1.71 -2.59 0.91
F -0.43 -1.32 -0.78
Sb -2.07 -2.46 -0.46
F -2.94 -1.06 -1.35
F -2.28 -1.43 1.13
F -3.45 -3.61 0.03
F -0.78 -3.48 0.50
F -1.59 -3.24 -2.09
```

Values from the calculation:
Spin multiplicity: 2
Net charge: +1

Results of the Löwdin charge analysis, in e, for atoms 1 through 8: number 1, Be, carries -0.04; number 2, O, carries 0.08; number 3, C, carries 0.06; number 4, C, carries -0.19; number 5, C, carries 0.00; number 6, C, carries -0.03; number 7, C, carries -0.02; number 8, C, carries -0.08

=====

The following is a DFT calculation (ωB97M-V with the def2-TZVPD basis set) of C25H26CaN8O5S2 as an isolated structure at a distorted geometry.

Structure (XYZ):
```
67
C25H26CaN8O5S2 | the OMol25 dataset | ωB97M-V with the def2-TZVPD basis set
Ca -0.01 0.00 0.03
C -1.17 5.23 -0.89
C -1.97 4.22 -0.14
N -3.06 4.44 0.51
N -3.41 3.22 1.00
C -2.55 2.23 0.67
S -2.67 0.61 1.02
N -1.61 2.89 -0.06
N -0.50 2.29 -0.64
H -1.66 6.19 -0.81
H -1.09 4.94 -1.94
H -0.17 5.30 -0.46
H -4.24 3.10 1.55
H 0.24 2.97 -0.74
H -0.75 1.91 -1.57
C 3.26 -1.60 -2.94
O 2.64 -2.42 -1.93
C 1.81 -1.78 -1.12
O 1.62 -0.57 -1.18
N 1.26 -2.64 -0.23
N 0.35 -2.26 0.75
H 3.96 -2.25 -3.45
H 3.78 -0.77 -2.47
H 2.51 -1.23 -3.63
H 1.45 -3.62 -0.39
H 0.64 -2.60 1.65
H -0.60 -2.60 0.53
O -2.37 -2.65 -0.19
C -2.22 -1.99 -1.21
N -1.18 -1.15 -1.43
S -1.19 -0.54 -2.92
O -1.42 0.90 -2.89
O -0.03 -0.95 -3.67
C -2.69 -1.33 -3.46
C -3.40 -1.27 -4.64
C -4.61 -1.95 -4.70
C -5.08 -2.67 -3.61
C -4.35 -2.74 -2.43
C -3.15 -2.06 -2.37
H -3.03 -0.71 -5.49
H -5.19 -1.92 -5.62
H -6.04 -3.18 -3.69
H -4.69 -3.30 -1.57
N 1.33 0.59 1.50
C 1.59 1.40 2.43
C 0.60 2.44 2.92
C 0.87 3.80 2.79
C -0.06 4.74 3.19
C -1.26 4.34 3.76
C -1.53 2.99 3.90
C -0.61 2.04 3.48
C 2.95 1.48 3.10
C 3.07 1.83 4.45
C 4.32 1.86 5.05
C 5.46 1.58 4.31
C 5.34 1.24 2.97
C 4.09 1.19 2.37
H 1.82 4.11 2.37
H 0.15 5.80 3.08
H -1.98 5.08 4.09
H -2.46 2.67 4.35
H -0.81 0.98 3.58
H 2.18 2.05 5.02
H 4.40 2.11 6.10
H 6.43 1.62 4.78
H 6.23 1.02 2.39
H 3.97 0.91 1.33
```

Values from the calculation:
Spin multiplicity: 1
Energy above the lowest of the compared OMol25 structures with the same formula, charge and spin in kJ/mol: 157.1

Results of the Löwdin charge analysis, in e, for atoms 1 through 8: number 1, Ca, carries 1.16; number 2, C, carries 0.00; number 3, C, carries -0.34; number 4, N, carries 0.13; number 5, N, carries 0.03; number 6, C, carries -0.78; number 7, S, carries 0.67; number 8, N, carries -0.06

=====

Total energy, record by record: -2423.83756; -3256.58860 hartree